This record from the OMol25 dataset describes 6 unconnected molecules or ions with the total composition C21H30O18. The level of theory is the ωB97M-V functional and the def2-TZVPD basis.

Computed properties:
HOMO level (spin up / spin down): -11.74 / -11.73 eV
LUMO (spin up / spin down): -3.499 / -10.638 eV
Net charge: +1
Frontier orbital gap (spin up / spin down): 8.24 / 1.10 eV
Spin multiplicity: 2

The geometry in XYZ format:
```
69
C21H30O18 the ωB97M-V functional and the def2-TZVPD basis
C -1.101 -13.885 7.114
C -1.875 -13.064 8.165
O -2.856 -12.506 7.324
C -2.559 -12.598 6.002
O -3.258 -12.254 5.034
O -1.289 -13.104 5.944
H -1.328 -14.909 6.819
H -0.020 -13.922 7.250
H -1.648 -12.037 8.453
H -2.203 -13.660 9.016
C 0.063 -15.879 3.199
C -0.109 -17.107 2.414
O -1.413 -16.981 1.816
C -2.117 -16.016 2.497
O -3.336 -15.875 2.433
O -1.265 -15.306 3.288
H 0.708 -15.114 2.769
H 0.547 -16.033 4.164
H -0.126 -17.990 3.053
H 0.780 -17.141 1.784
C -1.546 -18.686 6.154
C -2.472 -19.260 7.221
O -1.709 -20.114 7.987
C -0.520 -19.935 7.665
O 0.367 -20.465 8.242
O -0.272 -18.978 6.687
H -1.550 -17.618 5.935
H -1.585 -19.330 5.276
H -3.347 -19.804 6.865
H -2.907 -18.445 7.800
C 3.233 -18.448 9.327
C 3.404 -16.920 9.337
C 3.295 -16.215 8.034
O 2.385 -15.115 8.135
C 1.996 -15.129 9.422
O 1.238 -14.281 9.863
O 2.445 -16.150 10.067
H 3.993 -19.030 8.806
H 2.304 -18.805 8.882
H 3.251 -18.906 10.316
H 4.407 -16.884 9.761
H 3.062 -16.989 7.303
H 4.184 -15.685 7.692
C 0.340 -23.223 5.775
C 1.129 -23.921 6.942
C 0.751 -23.679 8.375
O 0.531 -24.986 8.954
C 1.020 -25.883 8.184
O 1.411 -26.961 8.579
O 1.207 -25.311 6.958
H -0.537 -23.866 5.834
H 0.858 -23.274 4.817
H 0.191 -22.146 5.698
H 2.148 -23.555 6.823
H 0.035 -22.900 8.635
H 1.592 -23.303 8.958
C -4.055 -16.046 10.470
C -5.323 -15.796 9.582
C -6.617 -15.656 10.249
O -7.123 -14.473 9.773
C -6.111 -13.808 9.128
O -6.253 -12.662 8.779
O -5.082 -14.609 8.915
H -3.728 -15.124 10.950
H -3.256 -16.415 9.827
H -4.061 -16.774 11.281
H -5.496 -16.653 8.931
H -6.323 -15.674 11.299
H -7.290 -16.449 9.925
```

Here are the natural (NBO) charges for atoms 1 to 4, given in e: atom 1 (C): -0.1150, atom 2 (C): -0.1063, atom 3 (O): -0.4960, atom 4 (C): 0.9656

This record from the OMol25 dataset describes a molecular structure, C21H31BN4O9Pb. The level of theory is the ωB97M-V functional and the def2-TZVPD basis.

Computed properties:
HOMO level (spin up / spin down): -1.29 / -5.30 eV
LUMO (spin up / spin down): 1.996 / 1.972 eV
Net charge: -1
Frontier orbital gap (spin up / spin down): 3.28 / 7.27 eV
Spin multiplicity: 2

The geometry in XYZ format:
```
67
C21H31BN4O9Pb the ωB97M-V functional and the def2-TZVPD basis
Pb 18.456 29.917 8.085
O 19.830 31.668 9.099
C 20.844 32.273 9.401
O 21.786 32.656 8.538
B 22.935 33.174 9.224
O 22.672 32.956 10.648
C 21.409 32.487 10.766
O 20.829 32.195 11.815
O 23.321 34.568 9.024
C 24.479 34.644 8.301
O 25.049 35.655 7.930
C 24.985 33.178 8.258
O 24.083 32.384 8.774
O 26.111 32.831 7.825
C 17.662 27.490 10.615
O 17.380 28.001 9.347
H 18.729 27.316 10.750
H 17.312 28.153 11.406
H 17.249 26.496 10.790
C 14.052 29.176 4.018
C 14.631 30.540 3.514
C 15.414 31.249 4.560
C 16.497 30.435 5.166
N 17.263 29.794 5.644
H 13.638 29.072 5.021
H 14.825 28.413 3.929
H 13.270 28.917 3.304
H 13.851 31.124 3.027
H 15.408 30.362 2.771
H 14.744 31.594 5.347
H 15.881 32.137 4.133
C 23.604 27.045 7.071
C 23.204 28.437 6.425
C 22.906 29.476 7.446
C 21.748 29.102 8.374
N 20.865 28.861 9.083
H 22.824 26.532 7.634
H 24.437 27.144 7.768
H 23.880 26.253 6.375
H 22.380 28.264 5.733
H 23.966 28.756 5.713
H 22.719 30.413 6.921
H 23.741 29.788 8.073
C 20.502 24.939 9.147
C 19.838 24.327 7.858
C 18.710 25.166 7.348
C 19.035 26.604 7.012
N 19.215 27.745 6.724
H 19.766 24.917 9.950
H 20.796 25.982 9.032
H 21.426 24.406 9.373
H 19.473 23.338 8.136
H 20.425 24.238 6.944
H 17.893 25.149 8.068
H 18.241 24.869 6.409
C 17.179 33.263 14.451
C 16.856 32.898 13.012
C 17.585 31.625 12.637
C 17.471 31.398 11.188
N 17.264 31.299 10.057
H 18.262 33.225 14.568
H 16.713 32.527 15.105
H 16.811 34.248 14.742
H 17.097 33.719 12.336
H 15.795 32.772 12.795
H 17.235 30.734 13.158
H 18.647 31.526 12.863
```

Here are the natural (NBO) charges for atoms 1 to 4, given in e: atom 1 (Pb): 1.4229, atom 2 (O): -0.7917, atom 3 (C): 0.5300, atom 4 (O): -0.7117

This record from the OMol25 dataset describes a molecular structure, C21H31BiF6N3O10P2S3. The level of theory is the ωB97M-V functional and the def2-TZVPD basis.

Computed properties:
HOMO level (spin up / spin down): -2.90 / -2.90 eV
LUMO (spin up / spin down): 3.309 / -0.352 eV
Net charge: -2
Frontier orbital gap (spin up / spin down): 6.21 / 2.55 eV
Spin multiplicity: 2

The geometry in XYZ format:
```
77
C21H31BiF6N3O10P2S3 the ωB97M-V functional and the def2-TZVPD basis
Bi 0.060 -1.161 -0.318
N 2.170 0.258 -1.141
C 2.954 0.341 0.169
C 3.152 -1.029 0.864
O 4.262 -1.330 1.321
N 2.030 -1.771 0.818
C 2.030 -3.213 1.038
C 1.550 -3.892 -0.207
O 1.883 -5.000 -0.533
O 0.690 -3.162 -0.945
H 2.713 -0.152 -1.916
H 1.776 1.167 -1.339
H 2.336 0.944 0.822
H 3.928 0.793 0.032
H 0.602 -2.725 2.189
H 3.073 -3.576 1.142
O -3.375 3.199 4.778
C -2.562 3.864 4.165
O -2.420 5.081 4.108
C -1.647 2.907 3.442
C -0.454 3.308 2.796
C 0.354 2.406 2.172
N 0.040 1.085 2.019
C -1.091 0.696 2.611
C -1.931 1.549 3.414
C -1.624 -0.750 2.392
O -2.727 -1.015 2.882
O -0.874 -1.593 1.709
H -0.047 4.312 2.836
H 1.333 2.678 1.744
H -2.828 1.067 3.873
F -1.680 -2.692 -1.711
P -3.077 -1.849 -2.006
F -2.448 -0.677 -0.982
F -3.767 -2.594 -0.744
F -4.378 -0.942 -2.241
F -2.306 -1.110 -3.215
F -3.608 -3.020 -3.009
C 2.628 5.119 -3.777
C 1.286 5.275 -3.016
C 1.514 4.974 -1.567
O 0.245 4.482 -3.654
P -0.451 2.996 -3.414
S -2.076 2.928 -4.480
S -0.515 2.618 -1.476
O 0.702 2.034 -4.000
C 0.651 1.361 -5.320
C 0.781 -0.091 -4.939
C 1.809 1.981 -6.127
H 3.359 5.801 -3.319
H 2.465 5.329 -4.858
H 2.971 4.100 -3.707
H 0.883 6.316 -3.169
H 2.007 4.006 -1.482
H 0.536 4.835 -1.058
H 2.115 5.706 -0.986
H -0.341 1.577 -5.780
H 1.571 -0.246 -4.191
H 1.067 -0.694 -5.826
H -0.203 -0.443 -4.533
H 2.750 1.790 -5.561
H 1.680 3.062 -6.140
H 1.884 1.546 -7.102
O 1.262 -3.477 2.228
S -0.956 -3.593 5.817
C -2.692 -3.797 5.257
C -2.840 -5.106 4.485
C -1.669 -6.050 4.757
C -0.436 -5.230 5.186
H -2.939 -2.927 4.641
H -3.331 -3.771 6.121
H -2.926 -4.930 3.370
H -3.819 -5.552 4.821
H -1.421 -6.709 3.915
H -1.964 -6.823 5.456
H 0.270 -5.042 4.385
H 0.050 -5.757 6.013
```

Here are the Mulliken charges for atoms 1 to 4, given in e: atom 1 (Bi): 2.7949, atom 2 (N): -0.3067, atom 3 (C): -0.0567, atom 4 (C): 0.3353

| no. | total energy (eV) | molecular weight (g/mol) |
| --- | --- | --- |
| 1 | -59103.443 | 570.453 |
| 2 | -52595.208 | 701.510 |
| 3 | -120464.365 | 966.607 |